{
  "formula": "C24H45NO3P2Y",
  "method": "ωB97M-V/def2-TZVPD",
  "species": ["Y", "C", "C", "C", "C", "C", "C", "H", "H", "H", "C", "H", "H", "H", "C", "H", "H", "H", "C", "H", "H", "H", "C", "H", "H", "H", "C", "C", "C", "C", "C", "C", "C", "C", "H", "H", "H", "H", "H", "H", "H", "H", "H", "H", "H", "H", "P", "C", "H", "H", "H", "C", "H", "H", "H", "C", "H", "H", "H", "P", "C", "H", "H", "H", "C", "H", "H", "H", "C", "H", "H", "H", "O", "N", "O", "O"],
  "coordinates": [[-0.48220, -0.55789, -0.69551], [-2.28700, 1.59791, 0.85656], [-2.77024, 0.72958, -0.17687], [-2.66182, -0.45919, 1.80292], [-2.23790, 0.86432, 2.06000], [-2.97929, -0.56932, 0.41739], [-2.07102, 3.05963, 0.72993], [-1.91688, 3.35495, -0.31379], [-1.18916, 3.38021, 1.30492], [-2.93807, 3.62868, 1.10648], [-1.95647, 1.42154, 3.40284], [-1.32097, 2.31350, 3.34227], [-1.46198, 0.68681, 4.04992], [-2.89404, 1.71870, 3.89817], [-2.93899, -1.50306, 2.81060], [-4.00317, -1.49707, 3.10800], [-2.34063, -1.35222, 3.71699], [-2.71855, -2.50173, 2.41358], [-3.55428, -1.75970, -0.26207], [-4.58110, -1.56402, -0.60826], [-3.59224, -2.61628, 0.42153], [-2.97069, -2.07682, -1.14550], [-3.32891, 1.19305, -1.47136], [-4.31918, 1.66827, -1.32803], [-3.47095, 0.36580, -2.17866], [-2.68342, 1.94804, -1.94514], [1.50254, 0.38815, -1.48866], [0.43567, 1.25670, -1.67788], [-0.08148, 1.58447, -3.07093], [-0.93065, 0.47135, -3.74742], [-1.08275, -0.81506, -2.96131], [-0.00344, -1.66368, -2.72533], [1.35317, -1.38956, -3.36244], [2.21061, -0.32944, -2.62492], [0.76834, 1.83045, -3.73934], [-0.48455, 0.25172, -4.73272], [-0.69606, 2.50411, -3.00443], [2.59768, 0.39887, -3.36431], [2.11494, 0.48323, -0.57896], [0.23107, 2.02665, -0.90813], [3.09532, -0.83369, -2.19530], [1.92618, -2.33495, -3.39214], [-0.17537, -2.71440, -2.44633], [1.22809, -1.07123, -4.41308], [-1.93634, 0.88201, -3.95330], [-2.09910, -1.22669, -2.96163], [2.23057, 3.31064, 0.94064], [1.71212, 3.72615, 2.65758], [2.38882, 4.47050, 3.10508], [1.70563, 2.80125, 3.25437], [0.69112, 4.13575, 2.60797], [3.69425, 2.28067, 1.34477], [4.51810, 2.91295, 1.70647], [4.01101, 1.76478, 0.42724], [3.41179, 1.53118, 2.09792], [3.04209, 4.86826, 0.39057], [3.51571, 4.66730, -0.57857], [3.78901, 5.22351, 1.11061], [2.25446, 5.61957, 0.25336], [1.10028, -3.69310, 0.11169], [0.14124, -5.18938, -0.31457], [0.81387, -6.02745, -0.54560], [-0.48291, -4.96573, -1.19231], [-0.51951, -5.44507, 0.52682], [2.69501, -3.91620, -0.75390], [2.57760, -3.67190, -1.81940], [3.04944, -4.95126, -0.64536], [3.42759, -3.22083, -0.31760], [1.55910, -3.96571, 1.85443], [1.84443, -5.01585, 2.01547], [0.71185, -3.69143, 2.49426], [2.39960, -3.30514, 2.10877], [0.15037, -1.32407, 2.71850], [0.85816, -0.37097, 2.34730], [1.67631, 0.22355, 3.05127], [0.72816, 0.04539, 1.07386]],
  "atomic_forces_ev_per_a": [[-4.79, -1.77, 9.55], [-0.15, -0.89, -0.26], [1.06, -0.40, 0.37], [0.00, 0.45, -1.04], [-0.36, -0.35, -0.65], [0.86, 0.67, 0.31], [0.20, 0.48, 0.06], [-0.01, 0.05, 0.11], [-0.24, -0.01, -0.18], [0.26, -0.13, -0.12], [0.21, 0.20, 0.46], [-0.09, -0.18, 0.08], [-0.06, 0.19, -0.08], [0.24, -0.04, -0.05], [0.00, -0.49, 0.54], [0.34, 0.02, -0.10], [-0.13, -0.14, -0.21], [-0.01, 0.11, 0.23], [-0.40, -0.29, -0.01], [0.24, -0.18, -0.07], [0.00, 0.14, -0.23], [-0.17, -0.15, -0.02], [-0.42, 0.35, -0.48], [0.34, -0.18, -0.15], [-0.10, 0.18, 0.06], [-0.24, -0.10, 0.00], [1.55, 3.59, -1.96], [3.84, 2.00, -1.62], [-0.22, 0.33, 0.00], [-0.59, 0.36, -0.10], [1.67, -2.29, -3.54], [-1.45, -0.02, -4.23], [0.35, -0.24, 0.19], [0.34, -0.33, 0.32], [-0.25, -0.16, 0.49], [-0.12, -0.21, 0.36], [0.37, -0.54, 0.03], [-0.26, -0.11, 0.44], [-0.90, -0.28, 0.01], [-0.02, -0.78, 0.23], [-0.41, 0.29, -0.20], [-0.42, 0.45, 0.00], [-0.21, 0.56, 0.40], [-0.28, -0.18, 0.44], [0.49, -0.34, 0.16], [0.25, 0.12, 0.94], [-0.18, -0.17, 0.18], [-0.19, 0.20, -0.12], [-0.23, -0.27, -0.01], [-0.07, 0.36, -0.18], [0.34, -0.05, 0.26], [0.17, -0.06, -0.20], [-0.14, -0.30, -0.01], [0.17, 0.06, 0.26], [0.14, 0.25, -0.29], [-0.20, -0.17, 0.00], [-0.04, 0.21, 0.19], [-0.13, -0.01, -0.16], [0.30, -0.03, -0.02], [-0.39, 0.98, 0.13], [-0.05, 0.00, -0.21], [-0.30, 0.12, 0.13], [0.13, -0.29, 0.21], [0.20, 0.04, -0.30], [0.05, -0.05, -0.10], [0.13, -0.21, 0.27], [0.05, 0.31, -0.08], [-0.17, -0.24, -0.15], [0.02, -0.06, 0.06], [-0.02, 0.31, 0.02], [0.25, -0.15, -0.12], [-0.23, -0.19, 0.00], [1.08, 1.40, -0.65], [-0.11, -0.17, 0.20], [-1.29, -0.88, -1.01], [0.37, -0.69, 1.20]],
  "mulliken_charge": [-0.403, 1.197, 1.302, 1.397, -0.141, -0.409, -1.360, 0.285, -0.008, 0.366, -1.589, 0.254, 0.380, 0.338, -1.928, 0.329, 0.381, 0.371, -1.127, 0.273, 0.393, 0.069, -1.613, 0.348, 0.432, 0.293, 0.320, 0.754, -1.075, -1.638, 0.459, -0.538, -1.202, -1.156, 0.458, 0.597, 0.512, 0.462, 0.155, 0.248, 0.397, 0.424, 0.744, 0.290, 0.424, 0.849, 0.788, -1.245, 0.431, 0.273, 0.330, -1.109, 0.436, 0.285, 0.196, -1.345, 0.360, 0.397, 0.362, 0.982, -1.302, 0.386, 0.346, 0.378, -1.280, 0.262, 0.475, 0.284, -1.297, 0.452, 0.285, 0.371, -0.571, 0.606, -0.638, -0.215],
  "largest_force_ev_per_a": 10.830,
  "total_charge": 1,
  "e_above_lowest_kj_mol": 0.00,
  "e_lumo_ev": [-5.273, -5.274],
  "mol_weight_da": 546.48,
  "homo_energy_ev": [-9.75, -9.75]
}